Model 1:
The following is a DFT calculation (ωB97M-V with the def2-TZVPD basis set) of C5H10OS2 in the gas phase.

Structure (ORCA input):
```
! wB97M-V def2-TZVPD RIJCOSX def2/J DEFGRID3
* xyz 0 1
C -0.17 -0.02 2.01
O -0.30 1.04 1.10
C -0.11 0.63 -0.23
C -0.29 2.00 -0.96
C -1.05 -0.27 -0.89
S -2.49 -0.60 -0.32
S 1.57 0.12 -0.44
C 1.31 -1.69 -0.39
H -0.76 0.28 2.97
H -0.69 -0.93 1.59
H 0.91 -0.13 2.10
H -1.27 2.51 -0.68
H 0.69 2.60 -0.93
H -0.50 1.47 -2.05
H -0.67 -0.75 -1.82
H 0.17 -1.87 -0.53
H 1.90 -2.33 -1.25
H 1.75 -2.06 0.74
*
```

Summary:
HOMO energy	-9.02	eV
SMILES	CO[C@](C)(C=S)SC
frontier orbital gap	0.3121	Eh
lowest unoccupied orbital energy	-0.53	eV

Partial charges, natural (NBO), in e: atom 1 (C): -0.275, atom 2 (O): -0.542, atom 3 (C): -0.004, atom 4 (C): -0.583, atom 5 (C): -0.353, atom 6 (S): 0.128, atom 7 (S): 0.233, atom 8 (C): -0.796, atom 9 (H): 0.206, atom 10 (H): 0.175, atom 11 (H): 0.187, atom 12 (H): 0.244, atom 13 (H): 0.240, atom 14 (H): 0.203, atom 15 (H): 0.221, atom 16 (H): 0.237, atom 17 (H): 0.244, atom 18 (H): 0.235

Model 2:
The following is a DFT calculation (ωB97M-V with the def2-TZVPD basis set) of C5H10OS2 in the gas phase.

Structure (ORCA input):
```
! wB97M-V def2-TZVPD RIJCOSX def2/J DEFGRID3
* xyz 0 1
C -2.82 0.27 -1.40
C -2.34 0.42 0.09
S -1.24 1.71 0.43
S 0.55 1.07 -0.42
C 0.87 -0.44 0.48
C 2.36 -0.74 0.22
C 3.33 0.09 1.02
O 4.50 0.24 0.80
H -3.74 -0.31 -1.32
H -2.12 -0.18 -2.10
H -2.99 1.30 -1.70
H -3.26 0.75 0.57
H -2.09 -0.59 0.44
H 0.62 -0.41 1.54
H 0.38 -1.29 0.01
H 2.60 -0.75 -0.85
H 2.52 -1.83 0.36
H 2.85 0.69 1.84
*
```

Summary:
HOMO energy	-8.71	eV
SMILES	CCSSCCC=O
frontier orbital gap	0.3448	Eh
lowest unoccupied orbital energy	0.68	eV

Partial charges, natural (NBO), in e: atom 1 (C): -0.609, atom 2 (C): -0.587, atom 3 (S): 0.141, atom 4 (S): 0.097, atom 5 (C): -0.553, atom 6 (C): -0.550, atom 7 (C): 0.446, atom 8 (O): -0.504, atom 9 (H): 0.207, atom 10 (H): 0.213, atom 11 (H): 0.211, atom 12 (H): 0.231, atom 13 (H): 0.213, atom 14 (H): 0.230, atom 15 (H): 0.217, atom 16 (H): 0.247, atom 17 (H): 0.250, atom 18 (H): 0.101

Model 3:
The following is a DFT calculation (ωB97M-V with the def2-TZVPD basis set) of 2 unconnected molecules or ions with the total composition C5H10OS2.

Structure (ORCA input):
```
! wB97M-V def2-TZVPD RIJCOSX def2/J DEFGRID3
* xyz 0 1
C 0.94 -0.14 0.43
C -0.09 1.53 -1.15
C -1.25 -0.75 -0.89
C 2.00 -0.45 2.72
C 0.13 0.00 -0.79
O 3.08 0.64 -1.90
S 3.73 -0.19 -0.90
S 0.41 -0.88 1.79
H -1.03 1.50 -1.55
H 0.02 2.14 -0.24
H 0.71 1.83 -1.81
H -1.64 -0.55 -1.87
H -2.04 -0.52 -0.23
H -1.00 -1.97 -0.84
H 2.67 -0.29 1.96
H 2.19 -1.31 3.26
H 1.78 0.29 3.51
H 0.71 -0.39 -1.60
*
```

Summary:
HOMO energy (alpha / beta)	-7.82 / -7.71	eV
frontier orbital gap (alpha / beta)	0.2495 / 0.2483	Eh
lowest unoccupied orbital energy (alpha / beta)	-1.03 / -0.96	eV

Partial charges, natural (NBO), in e: atom 1 (C): -0.270, atom 2 (C): -0.569, atom 3 (C): -0.623, atom 4 (C): -0.676, atom 5 (C): -0.383, atom 6 (O): -0.745, atom 7 (S): 0.711, atom 8 (S): 0.393, atom 9 (H): 0.204, atom 10 (H): 0.211, atom 11 (H): 0.230, atom 12 (H): 0.208, atom 13 (H): 0.208, atom 14 (H): 0.196, atom 15 (H): 0.237, atom 16 (H): 0.201, atom 17 (H): 0.223, atom 18 (H): 0.243

The winner here is model 2, beating the second structure by 257.0 kJ/mol.